No. 1
This record from the Open Molecules 2025 dataset describes a structure of composition C40H60F5InN5O3Si. The level of theory is wB97M-V/def2-TZVPD.

```
115
Properties=species:S:1:pos:R:3:mulliken_charge:R:1
In -0.3664 -0.3632 -0.3928 2.527
C -0.9512 4.4140 2.2870 -1.353
C -0.6948 3.4242 1.1480 -0.584
N -0.0234 2.1563 1.4777 1.243
C 1.4348 2.2375 1.4785 0.950
C 2.1094 3.2136 2.4431 -1.758
C -0.5942 1.5293 2.6705 -1.271
C -0.6259 0.0057 2.6154 -0.760
N -1.3490 -0.4374 1.4375 0.586
C -2.5637 -1.0550 1.5642 0.009
C -3.5781 -0.7850 0.6370 0.035
F -3.3341 0.1462 -0.3140 -0.211
C -4.8075 -1.4036 0.6677 0.240
F -5.7153 -1.0772 -0.2626 -0.327
C -5.1232 -2.3238 1.6486 -0.706
C -4.1443 -2.5995 2.5811 0.204
F -4.3787 -3.5050 3.5434 -0.327
C -2.8995 -2.0015 2.5408 0.358
F -1.9715 -2.4063 3.4344 -0.382
H -1.4100 5.3135 1.8738 0.474
H -0.0402 4.7123 2.8021 0.246
H -1.6413 4.0147 3.0294 0.305
H -0.0975 3.9166 0.3794 0.332
H -1.6574 3.1760 0.6903 0.277
H 1.7478 2.4764 0.4564 -0.019
H 1.7969 1.2277 1.6691 -0.613
H 1.9705 4.2496 2.1359 0.413
H 3.1843 3.0212 2.4600 0.472
H 1.7380 3.1080 3.4634 0.304
H -1.6310 1.8598 2.7454 0.618
H -0.0861 1.8582 3.5885 0.240
H -1.1050 -0.3354 3.5323 0.914
H 0.3931 -0.4010 2.6248 -0.327
H -6.0867 -2.8085 1.6818 0.507
C 2.8994 -7.1056 2.3448 -0.984
C 3.4880 -6.2645 1.2246 -1.066
N 2.9148 -4.9143 1.1800 0.287
C 1.8053 -4.7146 0.4402 -0.204
C 1.1661 -3.5248 0.2650 0.332
C -0.1080 -3.5741 -0.5665 -0.175
O -0.3774 -4.6258 -1.1312 -0.818
O -0.7884 -2.5031 -0.5606 -0.122
C 1.7496 -2.3469 0.8164 -0.166
O 1.4066 -1.1656 0.5828 -0.870
C 2.8743 -2.5848 1.7366 0.434
C 3.3850 -1.5217 2.4844 -0.214
C 4.3930 -1.7291 3.3783 0.130
F 4.8157 -0.6985 4.1474 -0.354
C 4.9778 -2.9895 3.5597 -1.382
C 4.4871 -4.0427 2.8156 -0.890
C 3.4312 -3.8615 1.9094 0.498
N 6.0273 -3.2191 4.4864 0.299
C 6.9542 -2.1604 4.8227 -0.609
C 8.2756 -2.7718 5.2513 -0.954
N 8.0273 -3.6981 6.4167 -0.150
C 7.0209 -4.7659 6.0691 -0.688
C 5.7467 -4.0822 5.6142 -0.530
H 3.3562 -8.0949 2.3539 0.395
H 1.8254 -7.2296 2.2090 0.344
H 3.0600 -6.6394 3.3183 0.267
H 3.2954 -6.7188 0.2545 0.474
H 4.5697 -6.1760 1.3113 0.487
H 1.3925 -5.5801 -0.0650 0.701
H 2.9570 -0.5356 2.3781 0.678
H 4.9432 -5.0148 2.9354 0.667
H 6.5773 -1.5035 5.6208 0.398
H 7.1424 -1.5332 3.9540 0.503
H 8.9896 -2.0185 5.5787 0.424
H 8.7098 -3.3794 4.4595 0.370
H 7.6617 -3.1467 7.1977 0.400
H 8.9014 -4.1163 6.7356 0.351
H 6.8749 -5.3869 6.9506 0.390
H 7.4624 -5.3522 5.2651 0.365
H 5.3195 -3.5142 6.4595 0.206
H 5.0159 -4.8408 5.3433 0.423
C -0.0440 2.3027 -4.7009 -1.824
C -0.4581 1.8472 -3.2909 2.978
C -1.9301 2.2220 -3.0674 -2.028
C 0.3474 2.6789 -2.2887 -2.015
Si -0.1911 -0.0396 -2.9925 -3.400
C -1.5551 -1.1388 -3.7904 3.288
C -1.8600 -0.6373 -5.2139 -1.873
C -2.8508 -1.1122 -2.9654 -1.893
C -1.1592 -2.6188 -3.9037 -2.187
C 1.5890 -0.6181 -3.4458 2.999
C 1.7521 -0.7977 -4.9661 -1.757
C 2.6476 0.3840 -2.9721 -2.044
C 1.9236 -1.9568 -2.7710 -1.718
H -0.2489 3.3736 -4.8037 0.529
H -0.5896 1.7909 -5.4926 0.353
H 1.0234 2.1637 -4.8781 0.331
H -2.0434 3.3015 -3.2118 0.630
H -2.2589 1.9898 -2.0505 0.280
H -2.6112 1.7302 -3.7589 0.297
H 0.0513 3.7303 -2.3720 0.712
H 1.4227 2.6290 -2.4491 0.246
H 0.1439 2.3628 -1.2654 0.111
H -2.3176 0.3514 -5.2315 0.356
H -2.5694 -1.3301 -5.6777 0.541
H -0.9723 -0.6131 -5.8487 0.325
H -3.2637 -0.1157 -2.8305 0.232
H -2.6977 -1.5644 -1.9835 0.167
H -3.6050 -1.7155 -3.4814 0.566
H -0.2999 -2.7798 -4.5546 0.312
H -2.0012 -3.1561 -4.3524 0.661
H -0.9693 -3.0806 -2.9360 0.293
H 1.4944 0.0976 -5.5325 0.311
H 1.1487 -1.6203 -5.3488 0.342
H 2.7989 -1.0334 -5.1875 0.560
H 2.6194 1.3182 -3.5324 0.366
H 3.6411 -0.0532 -3.1210 0.601
H 2.5486 0.6178 -1.9072 0.183
H 1.2159 -2.7516 -2.9971 0.351
H 1.9727 -1.8433 -1.6866 -0.099
H 2.9139 -2.2835 -3.1094 0.661
```

Summary:
Relative energy (zero: lowest compared OMol25 entry of this formula, charge and spin) = 0.00 kJ/mol
LUMO = -3.44 eV
Kohn-Sham gap = 5.34 eV
Spin multiplicity = 1
Charge = +1
Strongest force on any atom = 0.93 eV/Å
E_tot = -3038.46685 Ha

No. 2
This record from the Open Molecules 2025 dataset describes a structure of composition C40H60MgN2P3SSi at a distorted geometry. The level of theory is wB97M-V/def2-TZVPD.

```
108
Properties=species:S:1:pos:R:3:mulliken_charge:R:1
Mg 13.2246 15.3496 7.3490 1.582
C 10.8358 18.7268 6.8693 -1.670
C 12.3019 19.1219 6.8762 0.421
C 12.8422 18.9833 5.4478 -1.534
P 13.3137 18.0161 8.0018 0.343
C 14.9671 18.7728 8.3928 1.144
C 14.9097 20.3095 8.4777 -1.627
C 15.4652 18.1243 9.6883 -1.784
C 12.4999 18.0210 9.6605 -0.040
C 11.9385 19.2438 10.0856 -0.998
C 11.3660 19.3923 11.3233 -1.046
C 11.4342 18.2888 12.1677 -0.966
C 11.9562 17.0692 11.7457 -0.609
C 12.5094 16.8674 10.4932 1.383
Si 13.0264 15.1221 9.8037 -0.445
C 14.6982 14.3983 10.3896 0.786
C 15.0018 14.2678 11.7811 -0.731
C 16.2266 13.6998 12.1921 -0.878
C 17.1381 13.2952 11.2154 -1.108
C 16.8790 13.4349 9.8821 -0.992
C 15.7002 13.9988 9.4525 0.808
P 15.5943 14.4443 7.6579 0.142
C 17.0084 15.6008 7.4220 0.614
C 16.9209 16.2986 6.0484 -1.596
C 18.4259 14.9652 7.5568 -1.460
C 16.0856 13.1205 6.4285 1.243
C 16.6834 11.7883 6.9258 -1.878
C 14.9394 12.8339 5.4360 -1.172
C 11.6732 13.7975 10.2319 -0.003
C 11.6329 13.1664 11.4574 -0.273
C 10.7670 12.0857 11.7061 -0.798
C 9.9406 11.6240 10.6802 -1.285
C 9.9817 12.2561 9.4405 -0.363
C 10.8288 13.3416 9.2176 0.858
P 10.7186 14.2980 7.6024 0.291
C 9.1807 15.4189 7.8499 0.441
C 7.8709 14.6425 8.1353 -1.615
C 9.4005 16.4772 8.9707 -1.094
C 10.0088 13.1200 6.3551 0.391
C 9.7574 13.8011 5.0340 -1.613
C 11.0161 11.9679 6.1235 -1.454
H 10.3127 19.3312 6.0955 0.517
H 10.2873 18.9014 7.7772 0.280
H 10.6936 17.6797 6.6316 0.114
H 12.3734 20.1453 7.2438 0.728
H 12.6191 17.9659 5.1346 0.249
H 13.9093 19.1326 5.3800 0.372
H 12.3401 19.6305 4.7216 0.424
H 15.6559 18.4746 7.6021 0.401
H 14.3508 20.7433 9.3156 0.280
H 14.5422 20.7503 7.5726 0.433
H 15.9237 20.7061 8.5841 0.495
H 14.8561 18.4785 10.5094 0.408
H 16.4575 18.4626 9.9287 0.593
H 15.4044 17.0335 9.6616 0.175
H 11.9314 20.1025 9.4196 0.349
H 10.9417 20.3295 11.6527 0.468
H 11.0166 18.3787 13.1682 0.361
H 11.8643 16.2598 12.4269 0.409
H 14.3032 14.6469 12.5473 0.331
H 16.4140 13.6226 13.2672 0.425
H 18.0752 12.8637 11.4936 0.481
H 17.6077 13.0351 9.2114 0.666
H 16.8881 16.3440 8.2195 0.102
H 17.3558 15.6974 5.2543 0.416
H 17.4810 17.2521 5.9804 0.439
H 15.8643 16.5323 5.8210 0.188
H 18.5685 14.1558 6.8818 0.266
H 18.6442 14.6137 8.5547 0.441
H 19.1836 15.7226 7.3105 0.461
H 16.8355 13.6421 5.8236 0.464
H 16.1832 11.3869 7.7737 0.304
H 17.7470 11.8615 7.0966 0.322
H 16.6242 11.0348 6.1437 0.523
H 14.0583 12.3999 5.9292 -0.396
H 15.3153 12.0911 4.6533 0.564
H 14.6264 13.7741 4.9526 0.416
H 12.2645 13.5040 12.2859 0.216
H 10.7503 11.6176 12.6785 0.484
H 9.2579 10.8316 10.8337 0.518
H 9.3248 11.8577 8.6776 0.270
H 9.0812 15.9333 6.8670 0.554
H 7.9007 14.1068 9.0775 0.308
H 7.5481 13.9552 7.3485 0.370
H 7.0317 15.3604 8.2126 0.449
H 9.2884 15.9993 9.9732 0.333
H 8.7105 17.3339 8.9365 0.593
H 10.4080 16.8832 8.9157 -0.324
H 9.0849 12.7313 6.7310 0.520
H 10.6708 14.2834 4.6683 0.243
H 8.9340 14.5586 5.0759 0.337
H 9.5482 13.0546 4.2529 0.437
H 11.9644 12.3182 5.7165 0.202
H 10.5193 11.2643 5.4654 0.610
H 11.2465 11.3995 7.0126 0.035
C 12.5478 8.6192 9.9894 -0.625
N 13.0435 8.7275 8.6445 0.260
C 13.2582 7.6834 7.7363 -0.460
C 13.7150 8.2168 6.5864 -0.560
N 13.7099 9.5957 6.7845 0.320
C 13.3840 9.9363 8.0633 -1.061
S 13.4740 11.4679 8.7820 0.192
H 12.0226 7.6787 10.1071 0.366
H 11.9078 9.4780 10.2242 0.102
H 13.3472 8.6590 10.7195 0.287
H 13.0563 6.6910 8.0391 0.491
H 14.0428 7.8044 5.6579 0.487
H 13.9355 10.2687 6.1040 0.160
```

Summary:
LUMO = -2.35 eV
Kohn-Sham gap = 6.57 eV
Spin multiplicity = 1
Charge = +1
Strongest force on any atom = 1.61 eV/Å
E_tot = -3581.38762 Ha